Density functional theory data (ωB97M-V/def2-TZVPD) for a molecular structure, C5H8BrINO in a non-equilibrium geometry.

```
17
Properties=species:S:1:pos:R:3:nbo_charge:R:1
C -0.482 0.643 -1.481 -0.620
C -0.229 0.696 0.024 -0.198
N 1.194 0.537 0.377 -0.611
C 1.504 -0.814 0.318 0.691
O 2.624 -1.259 0.339 -0.612
C 0.203 -1.618 0.249 -0.561
C -0.804 -0.545 0.670 -0.250
I -0.620 -0.477 2.838 0.048
H -1.558 0.596 -1.646 0.213
H -0.089 1.533 -1.969 0.216
H -0.054 -0.228 -1.979 0.179
H -0.739 1.650 0.408 0.300
H 1.775 1.090 -0.239 0.390
H 0.140 -1.918 -0.796 0.226
H 0.170 -2.452 0.937 0.238
H -1.854 -0.710 0.469 0.225
Br -1.179 3.277 1.483 -0.874
```

Properties
largest force on an atom: 1.88 eV/A
energy above the lowest of the compared OMol25 structures with the same formula, charge and spin: 0.000 eV
spin multiplicity: 1
total charge: -1
HOMO energy: -3.88 eV

***

Density functional theory data (ωB97M-V/def2-TZVPD) for 2 unconnected molecules or ions with the total composition C5H8Cl2 in a non-equilibrium geometry.

```
15
Properties=species:S:1:pos:R:3:nbo_charge:R:1
C 0.555 -1.001 -2.080 -0.687
C 0.950 -1.018 -0.598 -0.046
C 0.765 -0.980 0.593 -0.003
C 0.799 -1.077 2.100 -0.684
H 0.927 -0.075 -2.561 0.225
H -0.584 -0.874 -2.158 0.240
H 0.954 -1.761 -2.814 0.244
H 1.696 -1.533 2.562 0.241
H -0.063 -1.800 2.350 0.234
H 0.500 -0.232 2.658 0.231
Cl -2.087 0.818 0.509 -0.050
C -0.989 2.124 0.023 -0.325
Cl -2.249 3.188 -0.894 -0.103
H -0.813 2.506 1.016 0.246
H -0.362 1.716 -0.707 0.237
```

Properties
largest force on an atom: 4.54 eV/A
energy above the lowest of the compared OMol25 structures with the same formula, charge and spin: 3.326 eV
SMILES: CC#CC.ClCCl
spin multiplicity: 1
HOMO energy: -9.64 eV